[1]
Below is a 4-piece molecular cluster, C14H32Cl4N3O3P overall at a distorted geometry, with properties calculated with ωB97M-V/def2-TZVPD.

```
57
Properties=species:S:1:pos:R:3:forces:R:3
C 2.8036 2.4122 -0.3172 0.37 0.33 -0.38
N 1.7019 1.5808 0.0805 -0.44 0.14 0.19
C 2.0489 0.1687 0.0627 -0.03 -0.31 0.98
P 0.2869 1.9486 0.9314 -1.73 0.70 -0.95
O 0.1594 1.4020 2.3072 0.09 -0.35 -0.88
N -0.0257 3.6423 0.8987 0.99 -0.93 -0.55
C 1.0145 4.6853 1.0698 -0.19 -0.48 -0.36
C -1.3765 4.1723 1.2017 1.09 -0.06 0.04
N -0.8831 1.3129 -0.1885 0.16 1.41 -0.78
C -0.9836 1.8659 -1.5764 0.09 -0.10 1.30
C -1.6048 0.0649 -0.0282 1.82 0.23 1.16
H 3.3967 2.8238 0.4994 -0.19 0.31 0.23
H 2.4677 3.1786 -1.0158 0.16 0.28 0.20
H 3.5335 1.8046 -0.8522 -0.20 -0.14 -0.23
H 2.2066 -0.2809 -0.9177 -0.08 0.42 -0.39
H 1.3040 -0.4402 0.5750 -0.12 0.10 0.06
H 2.9721 0.0597 0.6320 0.14 -0.33 0.05
H 0.7401 5.3709 1.8715 -0.01 -0.06 0.05
H 2.0195 4.3238 1.2876 -0.26 -0.34 0.11
H 1.0905 5.2372 0.1329 0.03 0.32 0.01
H -2.1483 3.8082 0.5236 0.08 -0.18 0.19
H -1.6035 4.0135 2.2559 -0.40 -0.26 -0.01
H -1.2725 5.2509 1.0837 -0.32 0.00 -0.21
H -0.5992 2.8840 -1.6370 0.12 -0.08 0.12
H -0.4784 1.2463 -2.3173 0.15 -0.08 0.03
H -2.0422 1.9052 -1.8334 -0.09 -0.02 -0.08
H -2.6594 0.1000 -0.3017 -0.05 0.19 0.45
H -1.3086 -0.1592 0.9965 -1.32 -0.48 0.39
H -1.1327 -0.7607 -0.5607 0.06 -0.13 -0.72
O 0.3175 -2.4255 -6.9666 1.07 1.42 5.85
C 0.5126 -2.2036 -5.7231 -1.66 -0.72 -4.76
C 1.2371 -3.1473 -4.7369 -0.77 1.19 1.90
C 0.7439 -2.5620 -3.3740 0.20 -1.12 0.76
C 0.1039 -1.2710 -3.6718 -0.51 2.45 1.06
O -0.0866 -1.0989 -5.0593 1.16 -2.36 -1.42
H 0.9561 -4.1993 -4.7864 -0.02 0.25 -0.69
H 2.3225 -3.0595 -4.6872 -0.06 0.06 -0.85
H -0.0253 -3.1185 -2.8384 0.19 -0.82 -0.44
H 1.5098 -2.3967 -2.6164 0.37 -0.24 -0.29
H -0.8159 -1.1496 -3.0997 -0.64 -0.29 -0.62
H 0.6406 -0.4173 -3.2579 0.69 0.15 -0.48
Cl 0.6037 -5.2111 2.3132 0.77 -0.58 1.10
C 0.2096 -3.8900 1.2808 -1.88 -0.03 -1.54
C -0.6278 -4.4468 0.1211 0.70 -0.48 -1.14
Cl -1.8965 -5.6194 0.5357 -0.19 0.28 0.12
H 1.1065 -3.5018 0.7980 -0.07 0.45 0.52
H -0.4641 -3.1856 1.7687 0.83 0.20 0.37
H 0.0529 -4.9844 -0.5391 -0.02 -0.22 0.03
H -1.0773 -3.6930 -0.5253 -0.09 0.32 0.45
Cl -2.0106 0.8043 6.9846 -0.53 0.16 -0.07
C -1.3776 0.2037 5.4327 0.02 -1.12 -0.24
C -2.3820 -0.5957 4.5928 -0.41 -0.31 -0.29
Cl -1.4652 -1.5297 3.2832 -0.59 0.73 0.92
H -0.6607 -0.5527 5.7522 0.44 0.45 -0.30
H -0.9348 1.0420 4.8948 0.02 -0.32 -0.04
H -3.1956 -0.0426 4.1236 0.52 0.40 -0.29
H -2.9242 -1.3693 5.1365 0.52 0.00 0.38
```
Forces are in eV/Å.

Values from the calculation:
Charge = 0
Lowest unoccupied orbital energy = 0.3 eV
HOMO energy = -8.65 eV
Energy relative to the best compared isomer or geometry (same formula, charge and spin) = 0.0 kcal/mol
SMILES string = CN(C)P(=O)(N(C)C)N(C)C.O=C1CCCO1.ClCCCl.ClCCCl

Atom charges from the Löwdin analysis, given in e for atoms 1 to 5: atom 1 (C): -0.129, atom 2 (N): -0.303, atom 3 (C): -0.117, atom 4 (P): 0.606, atom 5 (O): -0.311



[2]
Below is C14H33AsCuN2O2S3 as an isolated structure at a distorted geometry, with properties calculated with ωB97M-V/def2-TZVPD.

```
56
Properties=species:S:1:pos:R:3:forces:R:3
Cu 0.1851 0.4178 1.7887 -1.17 -0.18 0.14
C -0.9363 1.9882 4.2658 -0.31 -0.22 -0.04
C -2.0259 2.2986 3.2667 0.81 0.90 -0.77
S -1.4593 2.1008 1.5018 -0.04 0.27 0.91
C -2.8182 1.1485 0.8189 0.01 1.03 -0.34
C -3.0688 -0.2223 1.3501 -0.25 -0.90 -1.11
S -1.6625 -1.3521 1.4308 0.58 0.61 0.19
C -1.7182 -1.8399 3.1803 -0.09 -0.05 -1.10
C -1.6524 -0.7671 4.2156 0.89 0.30 0.55
S -0.2060 0.3539 4.1327 0.09 -0.68 -0.17
H -1.3041 2.1175 5.2824 0.01 0.20 0.02
H -0.0975 2.6371 4.0861 0.43 0.40 0.21
H -2.3589 3.3414 3.4054 0.01 -0.50 -0.09
H -2.8360 1.6300 3.4037 -0.99 -0.42 0.05
H -2.5283 1.0939 -0.2280 -0.08 -0.10 -0.16
H -3.7479 1.7391 0.8773 0.34 -0.16 -0.01
H -3.7545 -0.6430 0.5978 -0.08 -0.17 0.59
H -3.5246 -0.2478 2.3159 -0.52 0.14 0.52
H -0.9079 -2.5331 3.1999 0.78 -0.48 0.43
H -2.6080 -2.4275 3.3089 -0.54 -0.25 0.25
H -1.5800 -1.2118 5.1976 -0.23 -0.29 0.26
H -2.5478 -0.1911 4.1871 -0.64 0.55 0.11
C 1.7405 2.1407 -1.1373 -0.09 0.04 -0.21
As 2.7315 1.0530 0.0883 1.16 -1.17 0.46
C 4.4207 1.7601 0.6909 0.50 1.41 0.09
C 3.3448 -0.5512 -0.8676 -0.14 0.98 0.08
O 2.0458 0.5828 1.5583 0.61 0.30 -1.10
H 2.2255 1.9509 -2.1032 -0.04 0.23 0.13
H 1.7845 3.2080 -0.8908 -0.10 -0.35 0.00
H 0.7166 1.7380 -1.2026 0.33 0.26 0.22
H 5.1226 2.2022 -0.0448 -0.77 -0.20 0.04
H 4.9880 0.9581 1.1616 -0.38 -0.14 0.16
H 4.1940 2.5463 1.4477 0.20 -0.63 -0.45
H 4.0326 -0.2650 -1.6869 -0.39 -0.22 0.47
H 2.4989 -1.1333 -1.2125 0.17 0.03 -0.20
H 3.8621 -1.0734 -0.0675 0.15 -0.27 -0.16
C -0.9155 1.0106 -3.7558 -1.06 -0.85 -0.61
N -0.3812 -0.3301 -3.5460 -0.08 0.30 -0.52
C 0.7295 -0.6298 -4.4663 -1.45 -0.03 -0.17
C -0.3300 -0.7580 -2.2360 0.39 -0.34 -0.73
O -0.5257 -0.0176 -1.2923 -0.38 1.23 1.04
N -0.0269 -2.0597 -2.0328 0.65 -0.26 0.79
C 0.5766 -2.4993 -0.7922 0.51 -0.08 0.54
C -0.3583 -3.1155 -2.9167 0.55 -0.66 -1.17
H -1.2514 1.1168 -4.8076 0.53 -0.04 0.49
H -0.2042 1.7614 -3.4867 0.49 0.72 0.04
H -1.8155 1.1314 -3.1673 -0.05 0.11 0.30
H 1.4652 0.1476 -4.3911 0.63 0.47 0.01
H 0.3492 -0.6434 -5.5112 0.29 -0.20 0.69
H 1.1500 -1.5683 -4.1749 0.41 -0.53 -0.21
H 0.8673 -1.6649 -0.1571 -0.14 0.15 -0.20
H 1.4950 -3.0872 -0.9950 -0.50 0.13 -0.06
H -0.0838 -3.0985 -0.1630 -0.18 -0.19 -0.32
H -1.0084 -2.7455 -3.7054 -0.05 -0.20 -0.01
H -0.8215 -3.9122 -2.3586 -0.55 -0.26 0.18
H 0.5394 -3.5862 -3.3631 -0.24 0.27 -0.05
```
Forces are in eV/Å.

Values from the calculation:
Charge = +1
Lowest unoccupied orbital energy = -1.8 eV
HOMO energy = -10.62 eV
Energy relative to the best compared isomer or geometry (same formula, charge and spin) = 0.0 kcal/mol

Atom charges from the Löwdin analysis, given in e for atoms 1 to 5: atom 1 (Cu): -0.098, atom 2 (C): -0.502, atom 3 (C): -0.437, atom 4 (S): 0.915, atom 5 (C): -0.519